[1]
Here is a molecular structure, C44H38BeN3OPSSeTe from the Open Molecules 2025 dataset. Energies are from ωB97M-V with the def2-TZVPD basis set.

XYZ file:
```
91
Properties=species:S:1:pos:R:3:forces:R:3
Be -0.369982 0.417925 -0.926909 0.0 0.0 0.1
C 0.063797 2.283509 3.973439 0.0 0.0 0.1
C 1.306639 2.260808 3.093163 0.0 -0.1 0.0
C 1.246876 3.328163 2.011877 -0.1 0.0 0.0
C 1.579270 0.862489 2.513075 -0.1 0.1 0.0
C 2.136577 -0.103521 3.570490 0.0 0.0 0.2
O 1.170223 -1.172590 3.642253 0.0 0.1 -0.1
C 0.232348 -0.874684 2.702190 -0.1 -0.2 0.0
N 0.364332 0.177896 2.017363 0.1 0.1 0.0
C -0.866948 -1.873005 2.646821 0.2 0.1 0.0
C -1.186339 -2.504820 3.849528 0.0 0.0 0.0
C -2.157476 -3.485953 3.910252 0.0 0.0 0.0
C -2.799052 -3.886329 2.748939 0.1 0.1 0.0
C -2.477458 -3.274152 1.551158 -0.1 0.0 0.0
C -1.537403 -2.243321 1.476903 -0.1 -0.1 -0.2
P -1.142549 -1.625681 -0.216590 0.0 0.2 0.1
C -0.110489 -3.008948 -0.792842 0.0 0.0 0.0
C -0.593428 -4.156002 -1.413620 -0.1 -0.1 0.0
C 0.282154 -5.169895 -1.774480 0.0 0.0 0.0
C 1.639550 -5.046587 -1.511473 0.1 0.0 0.0
C 2.125153 -3.910404 -0.878196 0.0 -0.1 0.0
C 1.250626 -2.896712 -0.522871 0.0 -0.1 0.0
C -2.718382 -1.745825 -1.133579 0.1 0.0 0.1
C -3.925456 -1.404465 -0.527656 -0.1 0.0 0.0
C -5.089129 -1.309785 -1.275073 0.0 0.0 0.0
C -5.063044 -1.553198 -2.640425 0.0 0.0 0.0
C -3.866366 -1.893218 -3.253950 0.0 0.0 0.0
C -2.702042 -1.984043 -2.507924 0.0 -0.2 -0.1
H -0.023689 3.241166 4.487520 0.0 0.0 0.0
H 0.085929 1.500770 4.736275 0.0 0.0 0.0
H -0.835150 2.139225 3.376711 -0.1 0.0 -0.1
H 2.173032 2.472069 3.734339 0.0 0.0 -0.1
H 0.394133 3.165125 1.354080 -0.1 0.0 -0.1
H 2.149675 3.321123 1.398976 0.0 0.0 0.0
H 1.144374 4.320647 2.452997 0.0 0.0 0.0
H 2.263370 0.965717 1.670922 0.0 0.0 0.1
H 2.201052 0.350699 4.560835 0.0 0.0 0.0
H 3.101932 -0.535944 3.305185 -0.1 0.1 0.0
H -0.653289 -2.214067 4.742189 0.0 0.0 0.0
H -2.396522 -3.949316 4.858043 0.0 0.0 0.0
H -3.537218 -4.675593 2.768199 0.0 0.0 0.0
H -2.969908 -3.608505 0.647695 0.0 0.0 0.0
H -1.651556 -4.260752 -1.622488 0.0 0.0 0.0
H -0.097467 -6.057080 -2.262459 0.0 0.0 0.0
H 2.319273 -5.837100 -1.800869 0.0 0.0 0.0
H 3.181724 -3.804548 -0.674031 0.0 0.0 0.0
H 1.622995 -1.997218 -0.053839 0.0 0.0 0.0
H -3.967986 -1.200628 0.531945 0.0 0.0 0.1
H -6.013271 -1.037116 -0.784164 0.0 0.0 0.0
H -5.969493 -1.471540 -3.224105 0.0 0.0 0.0
H -3.830366 -2.077524 -4.319347 0.0 0.0 0.0
H -1.774884 -2.242236 -3.011194 -0.2 0.0 0.1
Se 0.770934 -1.069223 -3.388291 0.0 0.0 -0.1
N -0.493604 -0.009939 -2.643323 0.4 0.1 -0.5
C -1.228744 0.496636 -3.663355 -0.1 -0.1 0.5
C -2.405244 1.272602 -3.521504 0.0 0.1 -0.1
C -3.024622 1.724820 -4.648983 0.0 0.0 0.1
C -2.531212 1.427797 -5.948050 0.0 0.0 0.0
C -1.429198 0.646448 -6.110847 -0.1 0.0 -0.1
C -0.776893 0.135503 -4.960819 0.2 -0.3 -0.2
N 0.245675 -0.742247 -5.009178 -0.5 0.1 0.0
H -2.788016 1.500963 -2.539315 0.0 0.0 0.1
H -3.917046 2.327881 -4.548987 0.0 0.0 0.0
H -3.051385 1.812601 -6.813883 0.0 0.0 0.0
H -1.053206 0.381312 -7.088007 0.0 0.0 0.0
C -4.422714 2.591989 2.151690 0.1 -0.1 0.0
C -3.699740 1.376902 2.183788 0.0 0.1 0.0
C -2.671443 1.172635 1.311295 0.1 -0.2 0.0
C -2.283724 2.145466 0.352243 0.0 -0.1 0.2
C -1.195584 1.913231 -0.546581 0.1 -0.1 -0.2
C -0.836389 2.978298 -1.344552 -0.1 0.2 0.0
C -1.510806 4.221870 -1.337020 0.1 -0.1 0.0
C -2.582850 4.411948 -0.517623 0.0 -0.1 0.0
C -2.988108 3.374060 0.359266 0.0 0.2 0.0
C -4.066543 3.562415 1.262503 0.0 0.0 0.0
H -5.241198 2.755467 2.839799 0.0 0.0 0.0
H -3.950617 0.618323 2.914827 0.0 0.0 0.0
H -2.082423 0.261469 1.377879 -0.1 0.2 0.0
H -0.007696 2.877264 -2.039193 0.0 0.0 0.0
H -1.179399 5.014343 -1.996194 0.0 0.0 0.0
H -3.124519 5.349701 -0.511903 0.0 0.0 0.0
H -4.599005 4.506304 1.239855 0.0 0.0 0.0
Te 2.151456 0.689081 -1.375434 0.3 0.3 0.1
C 3.764384 0.244531 -0.113532 -0.1 -0.3 0.2
C 3.913512 -0.717430 0.852903 0.2 0.1 -0.2
C 5.219632 -0.746745 1.417791 -0.1 0.0 -0.1
C 6.042413 0.188909 0.869632 0.0 0.0 0.1
S 5.227865 1.107642 -0.317492 0.1 0.1 -0.1
H 3.117221 -1.375235 1.164654 0.0 -0.1 0.0
H 5.528146 -1.432469 2.193025 0.0 0.0 0.0
H 7.072199 0.387952 1.109337 0.1 0.0 0.0
```
Forces are in eV/Å.

Properties
LUMO energy ... -1.0 eV
Total charge ... 0
ΔE to the lowest compared entry with this formula, charge and spin ... 4.8 kcal per mole
Electronic energy ... -5362.77573 Ha



[2]
Here is 2 unconnected molecules or ions with the total composition C3H2IN3 from the Open Molecules 2025 dataset. Energies are from ωB97M-V with the def2-TZVPD basis set.

XYZ file:
```
9
Properties=species:S:1:pos:R:3:forces:R:3
C -1.441394 3.148806 0.048625 -0.2 -0.2 0.2
C 1.007790 0.080780 0.243102 -1.0 0.7 -0.6
C -2.619056 0.977801 0.063657 0.3 2.6 0.6
N -1.993562 1.975374 0.160373 -2.0 -3.1 -0.4
N -1.030443 4.208496 -0.062486 0.6 1.1 -0.1
N -0.076380 -0.113396 -0.124981 3.2 0.2 -0.1
I -3.923007 -0.498676 -0.016355 0.3 0.2 0.0
H 2.046564 0.497330 0.550063 -1.7 -1.1 -0.2
H -0.775766 -0.201183 -0.877258 0.5 -0.4 0.6
```
Forces are in eV/Å.

Properties
LUMO energy ... -10.3 eV
Total charge ... +2
ΔE to the lowest compared entry with this formula, charge and spin ... 46.1 kcal per mole
Electronic energy ... -576.59081 Ha